Computed, not measured: C27H72F2NO33S11V as an isolated structure in a non-equilibrium geometry, with the ωB97M-V functional and the def2-TZVPD basis.

Each line ends with the Mulliken charge.
Element x y z (Å)
O -0.126 -1.127 0.747  0.287
V 0.564 -0.208 -0.343  2.261
O 1.419 -1.112 -1.316  0.194
N 3.891 -4.944 -2.833  -0.659
S 2.991 -4.142 -1.715  0.841
O 1.543 -4.020 -1.829  -0.156
O 3.783 -3.277 -0.827  -0.400
F 2.999 -5.335 -0.635  -0.395
S 3.761 -3.449 -3.719  1.045
O 4.532 -2.350 -3.156  -0.520
O 2.595 -3.171 -4.520  -0.531
F 4.785 -3.915 -4.874  -0.330
O -6.704 -0.335 4.099  -0.653
S -5.559 -0.268 5.012  1.238
O -5.161 -1.448 5.701  -0.602
O -4.261 0.154 4.037  -0.210
C -4.374 0.598 2.697  0.032
C -4.873 2.046 2.583  -1.161
C -5.545 1.161 6.067  -0.809
H -4.886 -0.176 2.124  0.395
H -3.365 0.489 2.299  0.026
H -4.499 2.702 3.370  0.244
H -5.963 2.046 2.587  0.425
H -4.572 2.443 1.614  0.274
H -4.547 1.595 6.126  0.148
H -5.788 0.727 7.036  0.447
H -6.337 1.812 5.697  0.326
O -3.469 -2.784 -0.823  -0.666
S -2.528 -2.471 -1.920  1.035
O -1.444 -1.498 -1.653  -0.805
O -1.990 -3.889 -2.712  -0.446
C -0.926 -3.883 -3.707  0.480
C -1.294 -3.461 -5.100  -1.282
C -3.561 -1.770 -3.276  -0.938
H -0.508 -4.889 -3.668  0.354
H -0.164 -3.194 -3.342  -0.146
H -2.243 -3.913 -5.389  0.350
H -0.526 -3.840 -5.774  0.431
H -1.371 -2.384 -5.250  0.058
H -2.885 -1.252 -3.957  0.067
H -4.187 -1.006 -2.815  0.259
H -4.195 -2.501 -3.777  0.481
O 1.086 -4.715 2.046  -0.415
S 0.111 -5.743 1.858  1.024
O 0.454 -7.168 2.088  -0.674
O -1.249 -5.436 2.750  -0.425
C -1.719 -4.079 2.748  0.717
C -2.892 -3.837 3.789  -1.067
C -0.654 -5.517 0.140  -0.658
H -1.894 -3.646 1.763  -0.062
H -0.891 -3.440 3.053  0.000
H -2.529 -3.875 4.816  0.294
H -3.786 -4.445 3.654  0.412
H -3.295 -2.854 3.543  0.073
H -1.548 -6.130 0.026  0.432
H 0.157 -5.819 -0.523  0.381
H -0.942 -4.489 -0.079  -0.090
O -2.696 3.158 -0.927  -0.718
S -1.892 2.154 -1.692  0.904
O -1.163 1.122 -0.987  0.042
O -2.875 1.463 -2.849  0.036
C -3.831 2.259 -3.574  -0.232
C -5.271 1.774 -3.351  -1.318
C -0.911 3.175 -2.863  -0.538
H -3.645 2.107 -4.637  0.285
H -3.704 3.334 -3.451  0.450
H -5.384 0.691 -3.393  0.268
H -5.955 2.109 -4.131  0.428
H -5.689 2.033 -2.378  0.322
H -0.986 4.212 -2.538  0.678
H -1.255 3.014 -3.885  0.312
H 0.076 2.774 -2.634  -0.572
O 1.805 1.583 -1.323  -0.545
S 2.909 2.474 -0.993  0.586
O 3.286 2.564 0.365  -0.527
O 4.354 1.952 -1.738  -0.252
C 4.286 1.166 -2.934  0.983
C 5.594 1.040 -3.659  -1.571
C 2.721 4.169 -1.759  -0.917
H 3.695 1.719 -3.664  0.005
H 3.846 0.174 -2.834  -0.160
H 6.308 0.378 -3.169  0.245
H 6.058 2.009 -3.482  0.443
H 5.449 0.846 -4.722  0.366
H 1.705 4.520 -1.577  0.177
H 2.777 4.023 -2.837  0.195
H 3.567 4.740 -1.376  0.472
O 0.088 0.358 -3.662  -0.227
S 0.276 0.663 -5.077  0.727
O -0.880 0.682 -6.041  -0.801
O 1.182 2.027 -5.164  -0.016
C 0.861 2.954 -6.157  -0.308
C 1.705 4.231 -6.078  -1.296
C 1.505 -0.442 -5.724  -0.794
H -0.200 3.165 -6.292  0.369
H 1.185 2.434 -7.059  0.364
H 1.530 4.721 -5.120  0.254
H 1.398 4.955 -6.832  0.410
H 2.784 4.090 -6.139  0.319
H 1.026 -1.422 -5.708  0.271
H 2.275 -0.362 -4.957  0.029
H 1.952 -0.038 -6.632  0.449
O -0.675 -1.534 7.309  -0.602
S 0.223 -1.653 6.211  1.108
O 0.197 -2.786 5.262  -0.469
O 0.101 -0.263 5.341  -0.095
C -1.192 0.141 4.964  0.002
C -1.435 1.567 5.567  -0.956
C 1.944 -1.335 6.714  -0.833
H -1.909 -0.578 5.361  0.758
H -1.173 0.195 3.876  -0.343
H -0.585 2.203 5.320  0.057
H -1.300 1.564 6.649  0.417
H -2.389 2.062 5.383  0.047
H 1.908 -0.475 7.382  0.352
H 2.565 -0.894 5.934  0.117
H 2.403 -2.184 7.221  0.379
O 2.877 -0.069 3.554  -0.732
S 3.173 -0.678 2.288  1.096
O 2.382 -0.426 1.070  0.246
O 4.784 -0.362 2.000  -0.516
C 5.238 -0.843 0.730  0.427
C 6.446 -0.089 0.246  -1.578
C 3.302 -2.491 2.611  -0.771
H 4.467 -0.740 -0.033  -0.064
H 5.517 -1.896 0.726  0.261
H 7.258 0.024 0.964  0.397
H 6.174 0.926 -0.045  0.301
H 6.853 -0.414 -0.712  0.334
H 3.805 -2.533 3.577  0.487
H 3.927 -3.000 1.877  0.194
H 2.316 -2.925 2.775  0.131
O 0.256 1.522 1.457  -0.541
S 0.414 2.925 1.895  0.108
O 0.693 4.004 0.910  -0.708
O -0.843 3.381 2.864  0.411
C -0.944 4.739 3.332  -0.420
C -1.957 5.409 2.429  -0.896
C 1.768 2.924 3.194  -0.923
H 0.014 5.216 3.539  0.353
H -1.304 4.665 4.359  0.330
H -2.852 4.791 2.360  0.137
H -1.521 5.431 1.430  0.172
H -2.251 6.387 2.811  0.460
H 1.899 3.939 3.568  0.542
H 2.697 2.515 2.795  0.251
H 1.440 2.309 4.032  0.043

Results
lowest unoccupied orbital energy = -0.481 eV
frontier orbital gap = 0.316 Ha
E_tot = -9133.0853 hartree
molecular weight = 1380.5 g/mol